Record 1
Here is a structure of composition C35H36MoN5O2P2SSe2 in a non-equilibrium geometry from the Open Molecules 2025 dataset. Energies are from ωB97M-V with the def2-TZVPD basis set.

Last column: Löwdin charge in e.
Cartesian coordinates (Å):
1 Mo 1.1726 -0.1651 1.8777  1.211
2 Se -3.0237 1.2841 -2.5422  0.606
3 P -2.0487 -0.6291 -3.0838  0.727
4 C -3.0633 -2.0708 -2.9388  -0.394
5 C -4.3957 -2.0276 -3.3631  -0.074
6 C -5.1587 -3.1807 -3.2973  -0.045
7 C -4.6045 -4.3566 -2.8129  -0.042
8 C -3.2840 -4.4032 -2.3908  -0.050
9 C -2.5019 -3.2587 -2.4519  -0.078
10 C -1.3160 -0.4994 -4.6894  -0.364
11 C -1.3114 -1.6213 -5.5190  -0.055
12 C -0.7301 -1.5332 -6.7768  -0.042
13 C -0.1676 -0.3394 -7.1956  -0.035
14 C -0.1781 0.7809 -6.3687  -0.050
15 C -0.7533 0.7101 -5.1161  -0.097
16 C -0.7858 -0.7628 -1.7790  -0.381
17 C -0.7527 -0.0190 -0.6240  -0.441
18 N 0.3304 -0.4996 0.0577  -0.282
19 N 0.9175 -1.4660 -0.6552  -0.020
20 N 0.2627 -1.6423 -1.7550  0.055
21 P -1.7816 1.3147 -0.0128  0.810
22 Se -0.3707 1.5566 2.0429  0.513
23 C -3.2500 0.8724 0.9147  -0.413
24 C -3.6439 1.6793 1.9841  -0.132
25 C -4.7934 1.3629 2.6969  -0.039
26 C -5.5158 0.2291 2.3612  -0.032
27 C -5.1043 -0.5880 1.3157  -0.041
28 C -3.9798 -0.2705 0.5765  -0.081
29 C -1.4733 3.0100 -0.4582  -0.507
30 C -0.2153 3.3702 -0.9487  -0.111
31 C -0.0040 4.6798 -1.3334  -0.047
32 C -1.0247 5.6190 -1.2023  -0.032
33 C -2.2608 5.2537 -0.6970  -0.032
34 C -2.5015 3.9373 -0.3197  -0.092
35 H -4.8298 -1.1070 -3.7340  0.106
36 H -6.1881 -3.1643 -3.6285  0.122
37 H -5.2100 -5.2525 -2.7692  0.122
38 H -2.8637 -5.3303 -2.0266  0.117
39 H -1.4628 -3.2876 -2.1548  0.091
40 H -1.7612 -2.5510 -5.1961  0.111
41 H -0.7270 -2.3940 -7.4308  0.121
42 H 0.2736 -0.2752 -8.1814  0.122
43 H 0.2491 1.7122 -6.7146  0.118
44 H -0.7929 1.5878 -4.4838  0.079
45 H -3.0828 2.5648 2.2563  0.089
46 H -5.1186 1.9989 3.5083  0.123
47 H -6.4114 -0.0224 2.9135  0.125
48 H -5.6793 -1.4683 1.0624  0.122
49 H -3.6847 -0.8899 -0.2618  0.091
50 H 0.5763 2.6386 -1.0608  0.106
51 H 0.9543 4.9739 -1.7393  0.118
52 H -0.8532 6.6441 -1.5019  0.124
53 H -3.0493 5.9873 -0.6013  0.126
54 H -3.4786 3.6461 0.0450  0.115
55 O 0.8572 -1.5658 3.1243  -0.735
56 S 0.5682 -1.7887 4.7140  1.146
57 C 2.2510 -1.8325 5.4291  -0.272
58 C 2.5016 -3.2822 5.8606  -0.196
59 C 1.7479 -4.1719 4.8761  -0.200
60 C 0.3524 -3.5661 4.7950  -0.295
61 H 2.3009 -1.0961 6.2281  0.106
62 H 2.8986 -1.5280 4.6047  0.095
63 H 2.1303 -3.4340 6.8746  0.132
64 H 3.5715 -3.4845 5.8688  0.136
65 H 1.6903 -5.2056 5.2125  0.138
66 H 2.2213 -4.1694 3.8932  0.126
67 H -0.2227 -3.7146 5.7143  0.121
68 H -0.2651 -3.8478 3.9421  0.115
69 N 2.9789 0.6606 1.6865  -0.007
70 C 4.0130 1.1788 1.4753  -0.170
71 N 5.1297 1.7284 1.2458  -0.021
72 C 6.2422 1.0393 0.5031  -0.043
73 C 7.4742 1.0665 1.3875  -0.171
74 O 7.7776 2.3872 1.7672  -0.093
75 C 6.7734 2.9517 2.5743  -0.173
76 C 5.4800 3.0903 1.7943  -0.042
77 H 6.4009 1.6138 -0.4093  0.146
78 H 5.9307 0.0286 0.2480  0.140
79 H 8.3254 0.6827 0.8270  0.149
80 H 7.3239 0.4405 2.2765  0.138
81 H 7.1126 3.9433 2.8721  0.149
82 H 6.6205 2.3436 3.4747  0.138
83 H 5.6070 3.7452 0.9332  0.145
84 H 4.6579 3.4492 2.4102  0.139

Results
HOMO-LUMO gap (alpha / beta) = 6.11 / 5.73 eV
Multiplicity = 3
E_HOMO (alpha / beta) = -15.36 / -15.35 eV
<S²> = 2.023
Energy relative to the best compared isomer or geometry (same formula, charge and spin) = 0.0 kJ/mol
Net charge = +3

---

Record 2
Here is a cluster of 2 separate species, H2NO4P in total in a non-equilibrium geometry from the Open Molecules 2025 dataset. Energies are from ωB97M-V with the def2-TZVPD basis set.

Last column: Löwdin charge in e.
Cartesian coordinates (Å):
1 N 0.0461 0.4936 -1.2181  -0.567
2 O 0.5342 1.5762 -0.8815  -0.015
3 O 0.4621 -0.1149 -2.1812  0.015
4 O -1.0497 0.9261 1.1480  -0.251
5 O 0.7341 -1.3353 0.7548  -0.333
6 P -1.2468 -0.1218 0.0094  1.157
7 H -0.3939 0.8494 1.7639  0.028
8 H 0.9139 -2.2734 0.6047  -0.035

Results
HOMO-LUMO gap (alpha / beta) = 8.34 / 8.35 eV
E_HOMO (alpha / beta) = -10.58 / -10.58 eV
Energy relative to the best compared isomer or geometry (same formula, charge and spin) = 468.4 kJ/mol
Net charge = 0

---

Record 3
Here is a structure of composition C59H45BrKN10O3P2 from the Open Molecules 2025 dataset. Energies are from ωB97M-V with the def2-TZVPD basis set.

Last column: Löwdin charge in e.
Cartesian coordinates (Å):
1 K -0.0373 -2.0180 1.3848  0.724
2 C -3.6488 -3.5594 -1.2389  -0.118
3 C -2.4397 -2.9425 -0.9710  -0.115
4 N -2.3209 -2.0121 -0.0335  0.077
5 C -3.4000 -1.7290 0.6863  -0.221
6 C -4.6120 -2.3650 0.4109  -0.073
7 N -4.7483 -3.2603 -0.5541  0.090
8 C -3.2783 -0.7557 1.8087  -0.200
9 C -4.4106 -0.1804 2.3760  0.055
10 C -4.2754 0.6188 3.4986  -0.140
11 C -3.0027 0.8377 4.0059  0.051
12 C -1.9156 0.3057 3.3225  -0.205
13 N -2.0567 -0.4512 2.2392  0.136
14 C -0.5098 0.5916 3.7622  -0.202
15 C -0.2143 1.2396 4.9626  -0.084
16 N 1.0281 1.5256 5.3319  0.083
17 C 1.9945 1.1433 4.5043  -0.109
18 C 1.7185 0.4840 3.3152  -0.107
19 N 0.4742 0.2277 2.9418  0.107
20 C -5.4624 1.2234 4.1429  -0.168
21 C -5.4485 2.5386 4.5960  -0.014
22 C -6.5880 3.0584 5.1888  -0.149
23 N -7.7139 2.3704 5.3615  0.050
24 C -7.7194 1.1117 4.9287  -0.145
25 C -6.6363 0.4987 4.3189  -0.008
26 H -3.7289 -4.3135 -2.0130  0.101
27 H -1.5451 -3.2020 -1.5284  0.105
28 H -5.4909 -2.1709 1.0109  0.110
29 H -5.3915 -0.3449 1.9540  0.113
30 H -2.8781 1.4249 4.9035  0.109
31 H -0.9966 1.5276 5.6526  0.105
32 H 3.0165 1.3565 4.7945  0.104
33 H 2.5061 0.1207 2.6659  0.103
34 H -4.5723 3.1601 4.4623  0.113
35 H -6.5946 4.0854 5.5382  0.102
36 H -8.6384 0.5561 5.0810  0.103
37 H -6.6974 -0.5377 4.0131  0.119
38 C -0.6697 0.1164 -3.0369  -0.208
39 N -0.4808 1.2474 -2.0984  -0.520
40 P -2.0306 1.3873 -1.2695  1.055
41 C -1.8598 2.8045 -0.1297  -0.357
42 C -1.2794 2.5150 1.1044  -0.123
43 C -1.1313 3.5005 2.0672  -0.065
44 C -1.6115 4.7802 1.8243  -0.082
45 C -2.2300 5.0684 0.6158  -0.086
46 C -2.3469 4.0887 -0.3597  -0.084
47 C -2.9961 2.1685 -2.6186  -0.390
48 C -4.3724 1.9642 -2.6178  -0.101
49 C -5.1782 2.5639 -3.5775  -0.089
50 C -4.6088 3.3585 -4.5609  -0.097
51 C -3.2326 3.5514 -4.5834  -0.086
52 C -2.4334 2.9623 -3.6162  -0.108
53 P 0.9622 1.0066 -1.1246  1.052
54 C 2.2332 0.8018 -2.4245  -0.376
55 C 2.2306 1.4782 -3.6442  -0.099
56 C 3.2724 1.3055 -4.5388  -0.080
57 C 4.3395 0.4718 -4.2149  -0.125
58 C 4.3587 -0.1890 -2.9982  -0.102
59 C 3.3037 -0.0276 -2.1058  -0.091
60 C 1.4223 2.7138 -0.6445  -0.366
61 C 1.0389 3.8685 -1.3193  -0.094
62 C 1.4881 5.1090 -0.8965  -0.083
63 C 2.3479 5.2076 0.1911  -0.095
64 C 2.7513 4.0608 0.8568  -0.085
65 C 2.2832 2.8215 0.4427  -0.106
66 H -1.2871 0.4373 -3.8776  0.073
67 H -1.1588 -0.7389 -2.5540  0.050
68 H 0.2874 -0.2122 -3.4385  0.055
69 H -0.9145 1.5122 1.2980  0.062
70 H -0.6395 3.2687 3.0052  0.099
71 H -1.5041 5.5504 2.5782  0.100
72 H -2.6154 6.0632 0.4281  0.099
73 H -2.8169 4.3310 -1.3041  0.097
74 H -4.8160 1.3268 -1.8604  0.098
75 H -6.2482 2.3996 -3.5622  0.100
76 H -5.2337 3.8205 -5.3150  0.097
77 H -2.7838 4.1634 -5.3562  0.100
78 H -1.3581 3.0993 -3.6299  0.090
79 H 1.3973 2.1292 -3.8857  0.099
80 H 3.2611 1.8258 -5.4889  0.099
81 H 5.1582 0.3398 -4.9114  0.024
82 H 5.1836 -0.8435 -2.7457  0.009
83 H 3.3039 -0.5603 -1.1625  0.093
84 H 0.3628 3.7899 -2.1617  0.086
85 H 1.1641 6.0039 -1.4139  0.101
86 H 2.6969 6.1790 0.5189  0.097
87 H 3.4196 4.1288 1.7063  0.100
88 H 2.5791 1.9255 0.9769  0.083
89 Br 7.1956 -0.9656 -4.1710  0.833
90 C 6.7754 -2.5494 -3.2078  -0.665
91 C 6.6301 -2.4930 -1.8306  -0.126
92 C 6.3235 -3.6457 -1.1264  -0.018
93 C 6.1760 -4.8595 -1.7966  -0.317
94 C 6.3516 -4.8967 -3.1779  -0.048
95 C 6.6337 -3.7441 -3.8926  -0.121
96 N 6.0580 -6.1072 -1.1182  0.036
97 N 5.3332 -6.2444 -0.1042  0.046
98 C 4.4115 -5.2986 0.3282  -0.287
99 C 4.1984 -5.2906 1.7113  -0.039
100 C 3.4461 -4.3408 2.3554  -0.018
101 C 2.7868 -3.3015 1.6384  -0.388
102 O 2.2222 -2.3323 2.1876  -0.154
103 C 2.7661 -3.4787 0.1593  -0.131
104 N 1.8713 -2.7347 -0.5241  0.072
105 C 1.7750 -2.8798 -1.8249  -0.167
106 C 2.5447 -3.7988 -2.5477  -0.039
107 C 3.4403 -4.5790 -1.8694  -0.014
108 C 3.5954 -4.4409 -0.4718  -0.111
109 H 6.7546 -1.5529 -1.3095  0.110
110 H 6.1971 -3.6029 -0.0525  0.125
111 H 6.2725 -5.8514 -3.6832  0.114
112 H 6.7569 -3.7765 -4.9665  0.098
113 H 4.7197 -6.0536 2.2793  0.108
114 H 3.3527 -4.3350 3.4333  0.105
115 H 1.0440 -2.2566 -2.3329  0.089
116 H 2.4117 -3.8978 -3.6174  0.104
117 H 3.9977 -5.3354 -2.4018  0.102
118 O -3.2720 -3.3853 3.0930  -0.099
119 C -2.2078 -4.0418 3.1323  -0.603
120 O -1.2063 -3.9159 2.3891  -0.220
121 H -2.1285 -4.8225 3.9287  0.101

Results
HOMO-LUMO gap = 5.98 eV
E_HOMO = -4.41 eV
Energy relative to the best compared isomer or geometry (same formula, charge and spin) = 106.7 kJ/mol
Net charge = -1

---

Record 4
Here is a cluster of 2 separate species, C11H7IN2 in total in a non-equilibrium geometry from the Open Molecules 2025 dataset. Energies are from ωB97M-V with the def2-TZVPD basis set.

Last column: Löwdin charge in e.
Cartesian coordinates (Å):
1 C -1.3793 3.1418 -1.6396  -0.412
2 C -0.6792 -1.9657 1.9967  -0.082
3 C 0.5510 -2.6346 1.9075  -0.079
4 C -0.9631 -0.9242 1.1562  -0.040
5 C 1.4890 -2.2591 0.9852  -0.014
6 C 0.7561 0.8982 -1.6098  -0.074
7 C 1.9665 0.1435 -1.6203  -0.120
8 C -0.0319 -0.5125 0.1914  -0.167
9 C -0.1481 0.5084 -0.7193  0.095
10 C 1.2461 -1.1975 0.0947  -0.230
11 C -2.3319 2.9748 -0.7005  -0.597
12 N -0.5523 3.2555 -2.4551  0.168
13 N 2.1587 -0.8344 -0.8026  0.098
14 I -2.0725 3.6781 1.2513  0.836
15 H -1.3999 -2.2736 2.7380  0.102
16 H 0.7585 -3.4516 2.5844  0.103
17 H -1.9023 -0.3956 1.2199  0.107
18 H 2.4400 -2.7662 0.9113  0.112
19 H 0.6026 1.7575 -2.2684  0.051
20 H 2.7556 0.3831 -2.3191  0.110
21 H -3.2632 2.4743 -0.9018  0.032

Results
HOMO-LUMO gap (alpha / beta) = 6.83 / 8.22 eV
E_HOMO (alpha / beta) = -8.69 / -8.87 eV
Energy relative to the best compared isomer or geometry (same formula, charge and spin) = 241.6 kJ/mol
Net charge = 0

---

Record 5
Here is a cluster of 2 separate species, C3HNO7 in total in a non-equilibrium geometry from the Open Molecules 2025 dataset. Energies are from ωB97M-V with the def2-TZVPD basis set.

Last column: Löwdin charge in e.
Cartesian coordinates (Å):
1 C -3.0680 0.7061 0.0732  -0.576
2 C -0.3887 -0.3076 -0.2127  -0.550
3 C 1.0881 -0.0533 -0.2257  -0.253
4 N 2.0378 -0.9689 0.1584  -0.343
5 O -3.4945 0.3158 1.1104  0.048
6 O -1.1261 0.7577 0.0992  -0.052
7 O 2.1342 -2.1696 0.4828  -0.128
8 O -3.5292 1.1751 -0.9198  0.039
9 O -0.9354 -1.3598 -0.4256  0.027
10 O 3.2514 -0.2753 0.2151  -0.232
11 O 1.5007 1.2321 -0.2763  -0.045
12 H 2.5296 0.9479 -0.0790  0.065

Results
HOMO-LUMO gap = 6.16 eV
E_HOMO = 0.18 eV
Energy relative to the best compared isomer or geometry (same formula, charge and spin) = 106.1 kJ/mol
Net charge = -2

---

One value per record, in order, for electronic energy: -210360.4855 -18996.2407 -187905.1626 -22596.9212 -18946.7251 eV.